No. 1
The following is a quantum chemistry calculation of 2 unconnected molecules or ions with the total composition C2H6BrOP at a distorted geometry, from the OMol25 dataset.

The geometry in XYZ format:
```
11
Properties=species:S:1:pos:R:3:mulliken_charge:R:1
Br 2.4584 -0.4078 0.9335 -0.18
P 0.6853 0.7548 0.4589 0.61
O 0.5979 2.0558 1.2006 -0.52
C 1.0058 0.9993 -1.3331 -1.07
C -1.9556 -1.6767 0.9025 -0.92
H 1.0865 0.1043 -1.7895 0.40
H -2.3609 -1.3863 1.8112 0.30
H 0.2125 1.5068 -1.8601 0.35
H -1.8537 -2.6998 0.9406 0.29
H 1.6603 1.7970 -1.4305 0.41
H -1.5363 -1.0473 0.1659 0.34
```

Values from the calculation:
Electronic energy = -83547.413 eV
Charge = 0
Max |F| = 3.74 eV Å⁻¹
Energy above the lowest of the compared OMol25 structures with the same formula, charge and spin = 92.23 kcal per mole
HOMO-LUMO gap (alpha / beta) = 0.264 / 0.328 Eh
HOMO energy (alpha / beta) = -0.3360 / -0.3334 Eh

No. 2
The following is a quantum chemistry calculation of C2H2N2O in the gas phase at a distorted geometry, from the OMol25 dataset.

The geometry in XYZ format:
```
7
Properties=species:S:1:pos:R:3:mulliken_charge:R:1
O 0.8496 -1.5678 -0.0309 -0.51
N -2.4289 -0.3691 -0.0483 -0.29
N 0.7535 0.6941 -0.0839 -0.40
C 0.1983 -0.5574 0.0033 0.54
C -1.2933 -0.4584 -0.0162 0.17
H 1.7573 0.7589 -0.0256 0.24
H 0.1635 1.4996 0.2016 0.25
```

Values from the calculation:
Electronic energy = -7133.705 eV
Charge = 0
SMILES string = N#CC(N)=O
Max |F| = 1.60 eV Å⁻¹
Energy above the lowest of the compared OMol25 structures with the same formula, charge and spin = 3.20 kcal per mole
HOMO-LUMO gap = 0.430 Eh
HOMO energy = -0.4161 Eh

No. 3
The following is a quantum chemistry calculation of 2 unconnected molecules or ions with the total composition C4H11N2O at a distorted geometry, from the OMol25 dataset.

The geometry in XYZ format:
```
18
Properties=species:S:1:pos:R:3:mulliken_charge:R:1
O 2.7930 0.3953 0.2437 -0.78
N -1.7137 -0.6916 1.0269 -0.97
N 0.9763 -1.0126 -0.3733 -0.43
C 2.0563 -0.6027 0.6829 -0.50
C -1.0241 0.2331 -1.1531 -0.66
C 0.4630 0.2552 -0.8001 -0.22
C -1.9271 0.3555 0.0843 -0.63
H 0.2248 1.2435 0.8543 0.34
H 0.9389 0.4458 -1.7739 0.41
H -1.1735 0.8368 -2.0535 0.40
H -2.9450 0.5346 -0.3261 0.33
H -1.0583 -0.2705 1.6888 0.27
H 0.7572 1.0685 0.0152 -0.19
H 1.4805 -0.3854 1.6203 0.27
H -1.0357 -0.8110 -1.5034 0.30
H 2.6847 -1.4776 0.9854 0.35
H -1.7268 1.3327 0.5940 0.34
H 0.2293 -1.4497 0.1876 0.38
```

Values from the calculation:
Electronic energy = -9347.499 eV
Charge = -1
Max |F| = 4.66 eV Å⁻¹
Energy above the lowest of the compared OMol25 structures with the same formula, charge and spin = 161.22 kcal per mole
HOMO-LUMO gap = 0.202 Eh
HOMO energy = -0.1047 Eh

No. 4
The following is a quantum chemistry calculation of H2N2O in the gas phase at a distorted geometry, from the OMol25 dataset.

The geometry in XYZ format:
```
5
Properties=species:S:1:pos:R:3:mulliken_charge:R:1
O 0.8119 -1.5733 -0.7307 -0.45
N -0.2295 0.4083 0.1430 0.01
N 0.0201 -0.7803 0.4183 -0.08
H -0.4022 0.9830 0.8936 0.25
H -0.2003 0.9623 -0.7242 0.27
```

Values from the calculation:
Electronic energy = -5055.126 eV
Charge = 0
SMILES string = NN=O
Max |F| = 7.91 eV Å⁻¹
Energy above the lowest of the compared OMol25 structures with the same formula, charge and spin = 134.14 kcal per mole
HOMO-LUMO gap (alpha / beta) = 0.339 / 0.339 Eh
HOMO energy (alpha / beta) = -0.3562 / -0.3562 Eh

No. 5
The following is a quantum chemistry calculation of a molecular structure, C26H47AlCl3N3O4Si at a distorted geometry, from the OMol25 dataset.

The geometry in XYZ format:
```
85
Properties=species:S:1:pos:R:3:mulliken_charge:R:1
Cl -0.3662 -2.4872 1.5389 -0.41
Cl 3.6731 1.9350 1.4634 -0.64
Cl -0.0908 1.1787 1.6425 -0.39
Si -2.0637 -0.5973 -2.4793 0.05
Al 0.9350 -0.7648 1.5539 0.78
O 1.6519 -0.2594 -0.1401 -0.51
O 2.6193 -1.6864 1.6992 -0.20
O -2.9023 0.8605 -2.3523 0.04
O 1.1273 -0.6383 3.5094 -0.47
N 3.0404 0.3913 4.1863 0.60
N 4.1691 -3.0526 2.6183 0.33
N 2.6072 1.3971 -1.4203 0.29
C -4.4401 0.4138 -4.9992 0.19
C 3.7189 -1.2749 6.8941 -0.76
C 4.4671 -4.2677 3.3684 -0.86
C -4.2368 2.7799 -2.8527 0.29
C -6.1598 -0.1556 -3.3829 -0.21
C -6.8489 -0.8661 -4.3629 -0.68
C 3.8113 2.1390 -1.7764 -0.95
C 2.9027 -2.7378 2.3421 -0.19
C 1.5097 -0.5389 5.8679 -1.15
C 5.2817 -2.3646 1.9530 -0.88
C 1.3345 2.0240 -1.7621 -0.71
C 1.8934 -0.2480 4.4327 0.51
C 4.1299 0.5835 5.1460 -0.87
C -4.9488 0.4767 -3.6947 0.11
C -3.2650 -2.0294 -2.5704 -1.05
C -3.5258 3.6047 -1.8279 -1.49
C 4.6105 -0.7182 5.7848 -0.08
C -4.8542 3.3150 -3.9269 0.10
C 2.3064 -1.6834 6.4748 -0.32
C -4.2474 1.2756 -2.5917 -0.04
C -5.1312 -0.3137 -5.9741 -1.04
C -4.8628 4.7646 -4.2704 -1.48
C -1.0491 -0.4862 -4.0409 -1.20
C -6.3334 -0.9548 -5.6619 -0.42
C 2.6567 0.4013 -0.5409 -0.34
C -1.0613 -0.6898 -0.9514 -0.47
H 4.9550 1.0221 4.5672 0.37
H 0.8163 2.3730 -0.8556 0.22
H -5.4884 5.3661 -3.5926 0.31
H -4.7865 1.1334 -1.6378 0.32
H 2.1156 -3.4249 2.7138 0.46
H -2.6769 -2.9547 -2.6602 0.44
H 5.0448 -1.3060 1.8176 0.25
H 4.6733 1.4651 -1.7582 0.29
H 3.1633 0.8566 3.2610 -0.29
H -4.7250 -0.3463 -6.9852 0.39
H -0.5330 0.4827 -4.1220 0.36
H 5.5113 -4.2352 3.6960 0.30
H -0.1369 -1.2466 -1.1518 0.34
H 1.6629 0.3823 6.4444 0.44
H -4.2244 3.9530 -1.0508 0.24
H 6.1603 -2.4837 2.5938 0.35
H 3.6559 -0.5365 7.7107 0.31
H 3.6670 2.5677 -2.7734 0.38
H 3.8135 -4.3371 4.2481 0.31
H 4.7587 -1.4593 4.9877 -0.09
H 4.2142 -2.1557 7.3200 0.34
H 3.9713 2.9367 -1.0418 0.38
H 4.3114 -5.1729 2.7608 0.31
H -1.6075 -1.2211 -0.1644 0.13
H -3.8564 5.2046 -4.2570 0.34
H -6.8714 -1.5091 -6.4347 0.38
H 0.4465 -0.7971 5.8558 0.33
H -0.8065 0.2984 -0.5532 -0.03
H 1.5629 2.8746 -2.4071 0.40
H -5.2732 4.8966 -5.2777 0.37
H 1.7782 -2.0162 7.3782 0.36
H -3.0824 4.4961 -2.2890 0.41
H 5.6053 -0.5253 6.2163 0.39
H 3.6543 0.1508 -0.1623 0.62
H -3.9541 -1.9803 -3.4226 0.24
H -7.8039 -1.3306 -4.1123 0.38
H -3.5249 0.9642 -5.2410 0.67
H 0.6808 1.3275 -2.2988 0.02
H 5.4959 -2.8254 0.9730 0.34
H -3.8714 -2.0937 -1.6563 0.33
H 3.8322 1.2944 5.9344 0.30
H -0.3006 -1.2938 -4.0446 0.41
H 2.3192 -2.5541 5.7975 0.17
H -1.6906 -0.6094 -4.9259 0.34
H -5.4448 2.6818 -4.5847 0.31
H -6.5381 -0.0587 -2.3590 0.34
H -2.7319 3.0202 -1.3522 0.22
```

Values from the calculation:
Electronic energy = -92436.539 eV
Charge = 0
Max |F| = 1.65 eV Å⁻¹
Energy above the lowest of the compared OMol25 structures with the same formula, charge and spin = 0.00 kcal per mole
HOMO-LUMO gap = 0.309 Eh
HOMO energy = -0.3046 Eh

No. 6
The following is a quantum chemistry calculation of a molecular structure, C10H16P at a distorted geometry, from the OMol25 dataset.

The geometry in XYZ format:
```
27
Properties=species:S:1:pos:R:3:mulliken_charge:R:1
P 0.2262 -0.7435 0.7181 0.70
C 0.5450 -1.5969 2.2657 -1.18
C 1.7835 -0.2373 -0.0166 -1.76
C 4.1270 0.4823 -1.1938 -1.16
C -0.6071 -1.9284 -0.3732 -0.66
C -0.9021 0.5562 0.7038 0.00
C 2.8481 0.1079 -0.5110 2.06
C -3.0822 0.5376 -1.1725 -1.52
C -1.6589 0.1252 -1.0944 0.29
C -0.5095 1.9620 0.8699 -1.78
C -1.4891 -1.3043 -1.1312 -0.36
H -3.8204 -0.1088 -0.6922 0.37
H 0.1520 2.2895 0.1806 0.49
H -0.2139 -3.0146 -0.5036 0.34
H 4.0206 1.3262 -1.9065 0.30
H 4.6971 0.9793 -0.3931 0.33
H 0.1211 2.0526 1.7295 0.46
H -1.2900 2.6106 0.9621 0.46
H 1.1731 -2.4389 2.2785 0.43
H -2.0716 -1.8139 -1.8313 0.49
H -3.1948 1.4348 -0.6867 0.43
H -0.9874 0.7177 -1.7388 0.41
H -1.5497 0.2756 1.5444 0.37
H 0.8495 -0.7951 2.9439 0.37
H -0.4126 -1.9523 2.7145 0.40
H 4.7587 -0.3109 -1.4826 0.33
H -3.5125 0.7877 -2.1835 0.38
```

Values from the calculation:
Electronic energy = -19908.289 eV
Charge = +1
Max |F| = 3.58 eV Å⁻¹
Energy above the lowest of the compared OMol25 structures with the same formula, charge and spin = 62.54 kcal per mole
HOMO-LUMO gap = 0.386 Eh
HOMO energy = -0.4964 Eh

No. 7
The following is a quantum chemistry calculation of 5 unconnected molecules or ions with the total composition C3H18NO4 at a distorted geometry, from the OMol25 dataset.

The geometry in XYZ format:
```
26
Properties=species:S:1:pos:R:3:mulliken_charge:R:1
O -1.9268 -2.9237 -2.9370 -0.66
O -1.3957 -0.9359 -1.0390 -0.69
O 2.0517 1.3677 -2.1636 -0.64
O -0.3181 1.5553 -1.3943 -0.68
N 1.1045 0.8880 0.6697 -0.37
C 0.3005 0.0047 1.5954 0.90
C 1.2537 -0.6323 2.5965 -1.28
C -0.8242 0.7156 2.1847 -1.47
H 0.0270 -0.8607 0.9603 0.08
H -2.5639 -2.9352 -3.6633 0.32
H 2.0693 0.6085 0.3267 0.43
H -2.1620 -1.5624 -1.1596 0.30
H -0.4656 1.3952 2.9680 0.39
H 2.3217 -0.2490 2.4177 0.30
H -1.1718 -1.1454 -1.9640 0.36
H 1.3443 1.7967 1.0908 0.39
H -1.4012 0.0934 2.9012 0.39
H -1.1131 2.1095 -1.4830 0.34
H -1.1014 -3.2270 -3.3294 0.32
H 1.4311 -0.2919 3.6557 0.32
H 0.5625 1.0852 -0.2491 0.19
H 1.1755 -1.7011 2.7009 0.32
H -0.8390 0.7037 -1.1963 0.42
H 2.0119 2.1526 -2.7201 0.32
H 1.2984 0.8587 -2.4779 0.31
H -1.6692 1.1299 1.7090 0.39
```

Values from the calculation:
Electronic energy = -13076.126 eV
Charge = +1
Max |F| = 3.94 eV Å⁻¹
Energy above the lowest of the compared OMol25 structures with the same formula, charge and spin = 53.35 kcal per mole
HOMO-LUMO gap = 0.432 Eh
HOMO energy = -0.5350 Eh